(1)
This record from the OMol25 dataset describes 8 unconnected molecules or ions with the total composition C74H156F6N6O4. The level of theory is ωB97M-V/def2-TZVPD.

The HOMO energy is -8.63 eV. Its charge is +4. For the HOMO-LUMO gap, the calculation gives 0.088 hartree. The multiplicity is 1.

Structure (XYZ):
```
246
Properties=species:S:1:pos:R:3:lowdin_charge:R:1
C -3.720 -12.652 5.442 -0.11
C -3.448 -13.555 6.598 -0.26
C -2.155 -13.322 7.405 -0.20
C -1.949 -14.121 8.699 -0.10
N -0.691 -13.759 9.570 -0.14
C -1.058 -12.310 10.190 -0.09
C -1.207 -12.447 11.717 -0.10
C -1.451 -14.027 11.932 -0.12
C -0.569 -14.653 10.854 -0.10
C 0.699 -13.643 8.778 -0.04
C 1.110 -14.902 7.838 -0.19
C 1.199 -16.322 8.434 -0.09
H -4.716 -12.895 5.072 0.09
H -3.017 -12.703 4.611 0.07
H -3.657 -11.587 5.666 0.08
H -3.476 -14.588 6.251 0.12
H -4.202 -13.367 7.362 0.11
H -1.895 -12.271 7.530 0.11
H -1.418 -13.708 6.700 0.10
H -1.755 -15.163 8.446 0.12
H -2.919 -14.114 9.195 0.14
H -0.282 -11.578 9.965 0.12
H -1.911 -11.820 9.720 0.12
H -0.234 -12.176 12.128 0.11
H -1.929 -11.705 12.057 0.12
H -1.048 -14.333 12.897 0.12
H -2.468 -14.418 11.897 0.12
H 0.425 -14.443 11.248 0.13
H -0.777 -15.711 10.694 0.13
H 1.417 -13.412 9.564 0.12
H 0.465 -12.799 8.129 0.11
H 2.035 -14.591 7.353 0.11
H 0.355 -14.986 7.057 0.08
H 1.474 -17.158 7.790 0.09
H 0.274 -16.596 8.942 0.05
H 1.939 -16.214 9.227 0.07
C 0.759 -12.279 -0.504 -0.10
C 0.507 -13.708 0.039 -0.24
C -0.160 -14.654 -1.028 -0.19
C 0.066 -16.136 -0.721 -0.05
N -1.038 -16.998 -1.620 -0.15
C -2.542 -16.819 -1.171 -0.11
C -3.233 -18.095 -1.414 -0.16
C -2.172 -19.111 -1.830 -0.15
C -0.825 -18.553 -1.419 -0.07
C -0.940 -16.575 -3.104 -0.08
C 0.543 -16.762 -3.684 -0.23
C 0.640 -16.165 -5.057 -0.11
H 1.300 -12.346 -1.448 0.07
H 1.119 -11.521 0.192 0.08
H -0.233 -11.929 -0.789 0.07
H -0.106 -13.592 0.933 0.10
H 1.457 -14.062 0.437 0.10
H 0.359 -14.422 -1.958 0.11
H -1.230 -14.451 -1.077 0.12
H -0.358 -16.262 0.275 0.11
H 1.090 -16.509 -0.735 0.13
H -3.088 -16.051 -1.717 0.13
H -2.487 -16.558 -0.114 0.13
H -3.912 -17.890 -2.242 0.13
H -3.829 -18.369 -0.544 0.13
H -2.187 -19.244 -2.911 0.11
H -2.356 -20.107 -1.427 0.13
H 0.019 -18.970 -1.967 0.13
H -0.719 -18.729 -0.349 0.13
H -1.266 -15.535 -3.148 0.12
H -1.578 -17.233 -3.693 0.13
H 0.880 -17.785 -3.850 0.11
H 1.354 -16.447 -3.028 0.10
H 0.259 -15.148 -5.148 0.08
H 0.062 -16.740 -5.781 0.09
H 1.691 -16.133 -5.344 0.08
C 8.119 -17.329 -4.955 -0.10
C 8.276 -17.910 -6.346 -0.26
C 7.762 -17.027 -7.460 -0.19
C 8.176 -17.541 -8.890 -0.07
N 7.718 -16.581 -10.037 -0.19
C 8.475 -16.958 -11.358 -0.06
C 7.429 -17.242 -12.474 -0.12
C 6.188 -16.557 -11.845 -0.16
C 6.245 -16.813 -10.340 -0.10
C 7.940 -15.078 -9.708 -0.08
C 9.456 -14.761 -9.371 -0.20
C 9.700 -13.252 -9.641 -0.09
H 7.089 -17.184 -4.631 0.07
H 8.612 -16.362 -4.854 0.08
H 8.584 -17.902 -4.153 0.08
H 7.930 -18.940 -6.425 0.12
H 9.341 -17.991 -6.566 0.11
H 8.126 -16.015 -7.284 0.10
H 6.673 -16.986 -7.453 0.11
H 7.940 -18.598 -9.014 0.14
H 9.254 -17.438 -9.010 0.12
H 9.102 -16.115 -11.647 0.12
H 9.059 -17.871 -11.242 0.13
H 7.621 -16.700 -13.401 0.13
H 7.276 -18.314 -12.598 0.12
H 6.389 -15.508 -12.062 0.11
H 5.284 -16.787 -12.409 0.13
H 5.574 -16.196 -9.743 0.13
H 5.922 -17.830 -10.117 0.14
H 7.188 -14.830 -8.959 0.12
H 7.555 -14.506 -10.552 0.13
H 10.170 -15.303 -9.992 0.10
H 9.882 -15.080 -8.419 0.11
H 9.081 -12.586 -9.040 0.08
H 9.553 -12.999 -10.691 0.08
H 10.756 -13.066 -9.442 0.08
C 17.195 -15.307 2.394 -0.10
C 16.798 -15.814 3.786 -0.23
C 17.056 -14.835 4.976 -0.17
C 16.162 -13.602 4.915 -0.12
N 16.247 -12.559 6.040 -0.20
C 15.140 -11.563 5.808 -0.10
C 15.811 -10.208 5.611 -0.16
C 17.130 -10.343 6.273 -0.15
C 17.544 -11.751 5.955 -0.09
C 16.310 -13.225 7.418 -0.10
C 14.995 -13.907 7.860 -0.20
C 15.145 -14.545 9.276 -0.09
H 17.045 -16.191 1.776 0.08
H 18.265 -15.112 2.325 0.08
H 16.626 -14.460 2.009 0.07
H 17.258 -16.764 4.057 0.11
H 15.737 -16.025 3.653 0.11
H 18.085 -14.477 5.028 0.12
H 16.801 -15.307 5.924 0.10
H 15.112 -13.864 5.049 0.13
H 16.301 -13.103 3.956 0.14
H 14.523 -11.557 6.707 0.12
H 14.447 -11.770 4.993 0.14
H 15.218 -9.310 5.789 0.13
H 15.793 -10.210 4.521 0.12
H 16.901 -10.227 7.333 0.13
H 17.784 -9.548 5.914 0.14
H 18.258 -12.162 6.669 0.13
H 18.019 -11.811 4.976 0.15
H 16.402 -12.301 7.989 0.13
H 17.202 -13.845 7.512 0.14
H 14.792 -14.784 7.245 0.11
H 14.133 -13.239 7.861 0.10
H 16.051 -15.147 9.349 0.08
H 14.354 -15.237 9.562 0.07
H 15.077 -13.855 10.117 0.07
C 7.792 -8.243 13.583 -0.11
C 6.928 -8.989 12.561 -0.24
C 7.669 -9.693 11.396 -0.16
C 6.751 -10.239 10.249 -0.08
N 7.601 -10.698 9.032 -0.22
C 6.678 -11.138 7.899 -0.10
C 6.656 -9.914 6.949 -0.14
C 8.142 -9.483 6.916 -0.11
C 8.399 -9.554 8.430 -0.11
C 8.528 -11.892 9.450 -0.08
C 7.748 -13.233 9.685 -0.20
C 8.619 -14.353 10.353 -0.08
H 8.433 -7.489 13.127 0.08
H 8.377 -8.875 14.251 0.08
H 7.269 -7.589 14.281 0.08
H 6.234 -8.225 12.208 0.11
H 6.331 -9.730 13.093 0.11
H 8.032 -10.625 11.830 0.10
H 8.600 -9.185 11.147 0.12
H 6.151 -9.496 9.723 0.12
H 6.040 -11.029 10.492 0.12
H 7.233 -11.909 7.365 0.13
H 5.745 -11.544 8.289 0.13
H 6.286 -10.181 5.959 0.12
H 5.967 -9.173 7.356 0.12
H 8.817 -10.135 6.362 0.13
H 8.094 -8.523 6.401 0.13
H 9.450 -9.721 8.667 0.13
H 8.126 -8.671 9.007 0.13
H 9.165 -11.630 10.295 0.12
H 9.151 -11.857 8.556 0.13
H 7.565 -13.791 8.767 0.10
H 6.740 -12.986 10.019 0.09
H 7.913 -15.091 10.735 0.08
H 9.175 -14.034 11.234 0.07
H 9.288 -14.884 9.677 0.08
C 14.347 -24.550 7.239 -0.09
C 14.236 -23.422 6.178 -0.26
C 12.808 -23.253 5.732 -0.20
C 12.717 -22.016 4.785 -0.08
N 11.388 -21.871 3.981 -0.21
C 11.281 -22.890 2.778 -0.06
C 12.244 -22.415 1.690 -0.14
C 12.291 -20.912 1.917 -0.15
C 11.455 -20.551 3.193 -0.08
C 10.129 -22.028 4.852 -0.06
C 9.966 -20.743 5.762 -0.23
C 8.907 -20.809 6.808 -0.10
H 13.822 -24.325 8.168 0.08
H 15.383 -24.752 7.510 0.07
H 13.961 -25.486 6.834 0.08
H 14.982 -23.559 5.395 0.11
H 14.585 -22.477 6.593 0.10
H 12.083 -23.146 6.538 0.11
H 12.458 -24.194 5.308 0.12
H 13.463 -22.073 3.992 0.12
H 12.890 -21.128 5.392 0.13
H 10.210 -22.830 2.587 0.13
H 11.424 -23.918 3.109 0.14
H 11.896 -22.636 0.681 0.13
H 13.217 -22.861 1.896 0.11
H 11.864 -20.383 1.065 0.12
H 13.341 -20.641 2.031 0.11
H 10.436 -20.404 2.835 0.14
H 11.851 -19.744 3.809 0.13
H 10.346 -22.954 5.385 0.12
H 9.290 -22.201 4.177 0.13
H 9.877 -19.863 5.124 0.10
H 10.912 -20.599 6.285 0.10
H 7.924 -20.900 6.346 0.08
H 8.723 -19.802 7.181 0.08
H 9.126 -21.530 7.596 0.09
C 9.427 -14.669 2.839 -0.48
O 8.624 -15.840 2.657 -0.12
O 9.954 -14.696 4.154 -0.30
C 10.402 -14.509 1.653 -0.59
F 9.741 -14.302 0.499 0.11
F 11.313 -13.564 1.872 0.14
F 11.082 -15.631 1.346 0.11
C 7.262 -15.867 3.119 -0.28
C 6.523 -17.022 2.481 -0.10
H 6.587 -16.972 1.394 0.07
H 6.975 -17.944 2.845 0.07
H 5.485 -17.157 2.786 0.06
H 6.700 -14.937 3.034 0.11
H 7.305 -16.181 4.162 0.10
H 8.734 -13.848 2.655 0.12
C 5.857 -26.193 3.036 -0.51
O 5.202 -25.015 3.521 -0.09
O 6.976 -26.279 3.864 -0.28
C 4.859 -27.345 3.054 -0.59
F 5.388 -28.524 2.602 0.11
F 4.388 -27.558 4.238 0.18
F 3.783 -27.023 2.263 0.08
C 4.605 -24.203 2.529 -0.29
C 3.548 -23.223 3.106 -0.10
H 3.862 -22.541 3.895 0.05
H 3.081 -22.624 2.324 0.05
H 2.775 -23.617 3.765 0.06
H 4.141 -24.686 1.669 0.10
H 5.337 -23.575 2.023 0.10
H 6.189 -26.081 2.004 0.13
```

(2)
This record from the OMol25 dataset describes FO5P in the gas phase. The level of theory is ωB97M-V/def2-TZVPD.

The HOMO energy (spin up / spin down) is -12.18 / -12.20 eV. Its charge is 0. For the HOMO-LUMO gap (spin up / spin down), the calculation gives 0.307 / 0.313 hartree. The multiplicity is 1.

Structure (XYZ):
```
7
Properties=species:S:1:pos:R:3:lowdin_charge:R:1
O -0.813 -1.207 -1.109 -0.21
O 1.549 0.155 -0.573 -0.03
O 1.750 1.346 -0.345 0.15
O 0.472 -1.454 1.229 -0.24
O -0.896 0.676 0.745 -0.14
F -1.813 1.202 -0.086 -0.04
P -0.249 -0.718 0.139 0.51
```

(3)
This record from the OMol25 dataset describes C22H17N3O5S2 in the gas phase. The level of theory is ωB97M-V/def2-TZVPD.

The HOMO energy is -8.37 eV. Its charge is 0. For the HOMO-LUMO gap, the calculation gives 0.302 hartree. The multiplicity is 1. Its SMILES is COc1cccc(NC(=O)CSc2nc3ccsc3c(=O)n2-c2ccc(C(=O)O)cc2)c1.

Structure (XYZ):
```
49
Properties=species:S:1:pos:R:3:lowdin_charge:R:1
C -5.939 0.113 1.297 -0.08
O -4.809 -0.729 1.294 -0.07
C -3.964 -0.675 0.236 -0.28
C -4.219 -0.026 -0.969 -0.04
C -3.273 -0.064 -1.980 -0.07
C -2.070 -0.725 -1.824 -0.03
C -1.810 -1.365 -0.617 -0.22
N -0.616 -2.044 -0.353 0.12
C 0.540 -2.071 -1.058 -0.54
O 0.744 -1.545 -2.128 0.07
C 1.619 -2.861 -0.323 -0.32
S 1.936 -2.103 1.313 0.99
C 3.157 -0.906 0.800 -0.56
N 4.358 -1.351 0.769 0.12
C 5.337 -0.494 0.386 -0.31
C 6.718 -0.788 0.278 -0.10
C 7.428 0.300 -0.114 -0.38
S 6.466 1.708 -0.366 1.09
C 5.048 0.828 0.063 -0.38
C 3.715 1.352 0.093 -0.42
O 3.361 2.481 -0.150 0.09
N 2.766 0.354 0.472 0.08
C 1.403 0.768 0.445 -0.23
C 0.888 1.252 -0.752 0.01
C -0.398 1.747 -0.792 0.01
C -1.181 1.748 0.359 -0.13
C -2.546 2.314 0.352 -0.49
O -3.320 2.273 1.277 0.11
O -2.860 2.918 -0.804 0.11
C -0.671 1.226 1.546 0.01
C 0.624 0.747 1.596 -0.02
C -2.754 -1.345 0.398 0.05
H -6.638 -0.143 0.494 0.09
H -6.422 -0.049 2.258 0.09
H -5.640 1.162 1.215 0.08
H -5.145 0.502 -1.129 0.11
H -3.482 0.438 -2.913 0.11
H -1.339 -0.744 -2.613 0.10
H -0.589 -2.480 0.561 0.12
H 1.290 -3.881 -0.123 0.08
H 2.549 -2.877 -0.887 0.09
H 7.134 -1.755 0.487 0.11
H 8.486 0.363 -0.275 0.07
H 1.498 1.245 -1.641 0.13
H -0.799 2.140 -1.712 0.13
H -3.757 3.283 -0.753 0.14
H -1.295 1.225 2.426 0.13
H 1.036 0.372 2.520 0.11
H -2.567 -1.837 1.340 0.13
```

(4)
This record from the OMol25 dataset describes C9H7NS in the gas phase. The level of theory is ωB97M-V/def2-TZVPD.

The HOMO energy is -8.77 eV. Its charge is 0. For the HOMO-LUMO gap, the calculation gives 0.337 hartree. The multiplicity is 1. Its SMILES is c1cncc(-c2ccsc2)c1.

Structure (XYZ):
```
18
Properties=species:S:1:pos:R:3:lowdin_charge:R:1
C 2.849 -1.110 -0.216 -0.15
C 3.625 -0.069 0.083 -0.19
N 2.987 1.014 0.439 0.05
C 1.618 1.288 0.082 0.01
C 0.780 0.122 -0.067 -0.15
C -0.651 0.066 -0.234 -0.35
C -1.506 1.268 -0.264 -0.12
C -2.883 0.952 -0.214 -0.47
S -3.093 -0.615 0.269 0.98
C -1.377 -1.009 0.038 -0.35
C 1.527 -1.098 -0.311 -0.05
H 3.225 -2.202 -0.268 0.14
H 4.724 -0.114 0.182 0.12
H 1.267 2.274 0.296 0.09
H -1.246 2.305 -0.591 0.11
H -3.387 1.881 -0.438 0.08
H -0.733 -1.851 0.586 0.14
H 0.839 -2.010 -0.540 0.14
```

(5)
This record from the OMol25 dataset describes a molecular structure, C5H12O2. The level of theory is ωB97M-V/def2-TZVPD.

The HOMO energy (spin up / spin down) is -6.39 / -6.39 eV. Its charge is 0. For the HOMO-LUMO gap (spin up / spin down), the calculation gives 0.264 / 0.264 hartree. The multiplicity is 1.

Structure (XYZ):
```
19
Properties=species:S:1:pos:R:3:lowdin_charge:R:1
C 2.233 -0.022 1.201 -0.11
C 0.794 0.490 1.232 -0.22
C 0.113 0.535 -0.134 -0.32
O 0.195 -0.927 -0.681 -0.10
C -1.291 0.861 -0.273 -0.26
C -1.115 -0.940 -1.925 0.07
O -2.039 0.450 0.876 -0.10
H 2.277 -1.071 0.889 0.07
H 2.837 0.555 0.489 0.08
H 2.707 0.063 2.184 0.07
H 0.175 -0.098 1.920 0.11
H 0.773 1.516 1.620 0.12
H 0.719 1.088 -0.859 0.14
H -0.234 -1.443 0.027 0.12
H -1.501 1.898 -0.560 0.09
H -0.792 -1.957 -2.169 0.06
H -2.178 -0.894 -1.723 0.04
H -0.790 -0.219 -2.666 0.06
H -2.883 0.115 0.554 0.07
```

(6)
This record from the OMol25 dataset describes a molecular structure, C7H12N5O. The level of theory is ωB97M-V/def2-TZVPD.

The HOMO energy is -12.19 eV. Its charge is +1. For the HOMO-LUMO gap, the calculation gives 0.317 hartree. The multiplicity is 1.

Structure (XYZ):
```
25
Properties=species:S:1:pos:R:3:lowdin_charge:R:1
C -2.631 0.419 -0.488 -0.06
C -2.287 2.591 0.241 -0.09
C -1.411 0.044 -0.137 -0.09
C 0.973 0.985 -1.141 -0.34
C -0.817 2.299 0.505 -0.10
C 0.327 0.455 1.392 -0.12
C 1.102 -0.795 1.044 -0.04
N -3.036 1.793 -0.373 0.08
N 1.273 -0.224 -1.143 0.08
N -0.380 0.949 0.224 -0.17
N 2.244 -3.458 -1.096 0.23
N 1.198 -1.127 -0.209 -0.06
O 1.014 2.038 -1.690 0.17
H -3.436 -0.269 -0.762 0.12
H -2.485 3.610 0.395 0.11
H -0.264 3.064 -0.092 0.15
H -0.688 2.476 1.569 0.12
H -0.443 0.119 2.121 0.16
H 0.886 1.229 1.919 0.14
H 1.454 -1.548 1.786 0.14
H -1.295 -1.056 0.155 0.15
H 1.808 -4.338 -0.817 0.13
H 3.197 -3.626 -0.953 0.10
H 1.765 -2.423 -0.527 0.14
H 1.934 -3.205 -1.926 0.04
```